{
  "formula": "C20H40FN3NbO7",
  "method": "ωB97M-V/def2-TZVPD",
  "species": ["C", "C", "C", "Nb", "C", "N", "C", "C", "N", "C", "C", "F", "C", "C", "C", "N", "C", "C", "C", "O", "H", "H", "H", "H", "H", "H", "H", "H", "H", "H", "H", "H", "H", "H", "H", "H", "H", "H", "H", "H", "H", "H", "H", "H", "H", "H", "H", "H", "C", "O", "C", "O", "O", "C", "H", "H", "H", "H", "H", "H", "C", "O", "C", "O", "O", "C", "H", "H", "H", "H", "H", "H"],
  "coordinates": [[0.4445, 3.0636, 2.7829], [0.5112, 1.6552, 2.7014], [0.6422, 0.0507, 2.4140], [0.7087, -0.4740, 0.1460], [0.7629, -0.9776, -2.1062], [1.5764, 0.0476, -2.9241], [-0.5380, 1.4227, -0.1726], [-1.3200, 1.5521, -1.5918], [-2.6292, 0.8015, -1.7000], [-1.2818, -1.5458, 0.4775], [-1.8197, -2.4281, -0.7887], [-3.0987, -3.0846, -0.3225], [2.5478, 0.8880, 0.0113], [3.9414, 0.1397, -0.3851], [4.6319, 0.0152, -1.8640], [4.6692, -0.4242, 0.6713], [1.9812, -2.2420, 0.7348], [1.2187, -3.8011, 0.3255], [1.7522, -4.4786, -1.1708], [2.1793, -5.0282, 0.3259], [0.1892, 4.1863, 2.9964], [1.5748, -0.4631, 2.9516], [-0.3234, -0.4670, 2.8809], [1.2457, -2.0137, -2.3504], [-0.3228, -0.9358, -2.6014], [1.1534, 0.0717, -3.8953], [1.4500, 1.0110, -2.5497], [-1.3804, 1.4361, 0.6743], [0.1648, 2.3691, -0.0138], [-1.6194, 2.7062, -1.6890], [-0.7034, 1.3238, -2.5570], [-2.6626, 0.1431, -2.5061], [-2.9383, 0.3748, -0.8026], [-2.0897, -0.7527, 0.8565], [-1.1169, -2.2637, 1.4173], [-1.1251, -3.3046, -1.1278], [-2.1178, -1.8205, -1.7420], [2.3903, 1.7946, -0.7500], [2.7466, 1.4234, 1.0599], [5.8166, -0.0405, -1.8513], [4.2104, 0.8617, -2.5511], [4.2555, -1.0144, -2.3378], [4.1471, -0.2478, 1.5784], [2.9900, -2.3965, 0.1645], [2.1838, -2.3566, 1.8814], [0.0150, -3.9610, 0.6482], [1.9627, -5.5801, -1.4298], [0.5904, -4.6093, -1.4267], [2.8211, 6.1709, 4.9299], [2.3672, 7.3400, 5.6092], [1.0605, 7.6376, 5.3958], [0.2856, 7.0040, 4.6967], [0.7655, 8.7624, 6.0953], [-0.5864, 9.1973, 5.9643], [3.8779, 6.0285, 5.1719], [2.2685, 5.2886, 5.2686], [2.7297, 6.2942, 3.8459], [-1.2754, 8.4359, 6.3443], [-0.8141, 9.4415, 4.9217], [-0.7098, 10.1029, 6.5645], [-3.8166, -5.3236, -1.6383], [-3.5962, -5.8710, -2.9368], [-4.2012, -5.1872, -3.9409], [-4.8872, -4.1851, -3.8143], [-3.9105, -5.8118, -5.1100], [-4.4851, -5.1979, -6.2619], [-3.2876, -5.9490, -0.9139], [-3.4143, -4.3074, -1.5744], [-4.8828, -5.3358, -1.3900], [-4.1097, -4.1766, -6.3829], [-5.5781, -5.2050, -6.1985], [-4.1878, -5.7796, -7.1387]],
  "gap_ev": 6.9454,
  "homo_energy_ev": -5.312,
  "multiplicity": 1,
  "charge": -1,
  "lumo_ev": 1.63,
  "mol_weight_g_mol": 546.5
}